A structure of composition C39H64Br27F9IN4O at a distorted geometry. Source: OMol25; level of theory: ωB97M-V/def2-TZVPD.

Output
strongest force on any atom	9.3	eV Å⁻¹
gap between HOMO and LUMO	6.4	eV
energy	-1973173.7834	eV

Geometry as ORCA input:
```
! wB97M-V def2-TZVPD RIJCOSX def2/J DEFGRID3
* xyz 1 1
C -3.06099 -0.12495 0.64854
C -1.86679 -1.02344 0.91567
C -0.89809 -1.43553 -0.37325
N 0.39643 -0.72294 -0.20385
N 0.44281 0.52592 -0.80265
C 1.75672 1.26346 -0.67050
C 2.10199 2.75554 -1.25558
C 3.28930 3.55754 -0.45379
C 2.77868 4.39813 0.86654
F 3.34698 3.67686 2.06628
F 1.29356 4.36475 1.06525
C 3.42522 5.90647 0.90652
F 3.37760 6.34796 2.35065
F 4.89689 5.89530 0.56824
C 2.59561 7.03962 0.06061
F 3.30400 8.34872 0.31991
F 1.19405 7.24860 0.50192
C 2.61674 6.83906 -1.57025
F 4.00494 6.68223 -2.13761
F 2.10636 8.13618 -2.15326
F 1.68092 5.79075 -2.06633
N 2.59385 0.28165 0.11910
C 1.71973 -0.94447 0.43114
N 2.05542 -2.04836 1.15000
I 0.94928 -3.68674 1.65949
C 3.51410 -2.05569 1.66337
C 3.78333 -0.97761 2.86862
O 4.96720 -0.31633 2.83840
Br 2.52888 -0.49890 4.35042
H -4.17475 -0.52234 0.60790
H -2.94049 1.04680 0.46126
H -1.65775 -1.34908 2.02943
H -0.84960 -2.58809 -0.57259
H -1.44627 -0.96598 -1.32414
H -0.37254 0.94629 -1.31291
H 2.43758 2.70529 -2.40003
H 1.06789 3.35163 -1.27872
H 4.14267 2.81791 -0.08255
H 3.81110 4.31447 -1.18021
H 4.17663 -1.81469 0.69996
H 3.81763 -3.11808 2.04943
Br 6.72740 -2.97918 -1.72967
C 7.17998 -1.10237 -2.00906
C 6.89578 -0.28194 -0.77300
Br 4.98571 0.06885 -0.58287
H 6.62501 -0.76791 -2.88995
H 8.24954 -1.09897 -2.23592
H 7.35839 0.70604 -0.85062
H 7.22504 -0.76159 0.15324
Br -4.98629 4.01359 3.34772
C -3.12472 3.64104 2.89937
C -2.71482 4.35351 1.63205
Br -3.41597 3.44521 0.05377
H -3.02219 2.55396 2.83958
H -2.54808 4.00967 3.75203
H -1.62804 4.33194 1.51129
H -3.06172 5.38969 1.58334
Br 0.84712 1.80840 6.80621
C -0.89287 1.10846 7.34267
C -1.10586 -0.29029 6.81364
Br -1.55234 -0.26579 4.91426
H -1.64483 1.82321 6.99696
H -0.87390 1.10790 8.43586
H -1.96524 -0.76032 7.30011
H -0.23064 -0.93653 6.92655
Br 8.08578 3.97095 -0.26081
C 7.60314 5.60037 -1.21858
C 7.73930 5.41711 -2.71177
Br 9.60962 5.48768 -3.26356
H 8.23040 6.40257 -0.82003
H 6.56122 5.79099 -0.94749
H 7.25527 6.23875 -3.24728
H 7.33675 4.46613 -3.07229
Br -1.68982 1.58806 10.39071
C -3.19173 0.37753 10.68079
C -2.72136 -0.96443 11.19033
Br -1.96094 -2.03892 9.74990
H -3.73939 0.31630 9.73626
H -3.81730 0.87494 11.42690
H -3.56396 -1.55149 11.56651
H -1.95760 -0.89091 11.96985
Br -7.65331 -1.30591 1.89963
C -8.13595 0.32351 0.94186
C -7.99979 0.14026 -0.55133
Br -6.12947 0.21083 -1.10312
H -7.50869 1.12571 1.34041
H -9.17787 0.51414 1.21295
H -8.48381 0.96190 -1.08684
H -8.40233 -0.81073 -0.91185
Br -3.02920 -1.54546 -2.43423
C -2.24456 -2.02082 -4.15575
C -2.69678 -3.39105 -4.60263
Br -1.75211 -4.79665 -3.63337
H -1.15985 -1.93510 -4.04672
H -2.59734 -1.25348 -4.85013
H -2.44702 -3.55599 -5.65456
H -3.76632 -3.56625 -4.45506
Br -0.07083 1.84297 -4.37936
C 0.01961 1.89618 -6.32725
C -0.83072 0.81044 -6.94356
Br 0.04513 -0.92867 -6.81732
H 1.07647 1.82797 -6.59970
H -0.35896 2.88438 -6.60215
H -0.96140 0.98412 -8.01542
H -1.81293 0.70702 -6.47349
Br -6.49769 -2.69707 -3.37785
C -6.98033 -1.06766 -4.33562
C -6.84417 -1.25091 -5.82881
Br -4.97384 -1.18034 -6.38060
H -6.35307 -0.26545 -3.93708
H -8.02225 -0.87703 -4.06453
H -7.32819 -0.42927 -6.36432
H -7.24671 -2.20190 -6.18933
Br -5.80113 3.55528 -3.42249
C -3.93955 3.18272 -3.87084
C -3.52966 3.89519 -5.13816
Br -4.23080 2.98690 -6.71644
H -3.83703 2.09565 -3.93063
H -3.36291 3.55136 -3.01818
H -2.44288 3.87363 -5.25892
H -3.87656 4.93138 -5.18687
Br 3.89193 -5.84614 -0.84541
C 5.33655 -6.74566 -1.79894
C 4.96614 -6.99591 -3.24182
Br 3.73999 -8.50517 -3.40383
H 5.56478 -7.65977 -1.24384
H 6.18836 -6.06339 -1.73287
H 5.84725 -7.28382 -3.82223
H 4.48285 -6.14023 -3.72204
Br -0.99320 -4.83913 12.32248
C 0.86837 -5.21168 11.87413
C 1.27827 -4.49921 10.60680
Br 0.57712 -5.40751 9.02853
H 0.97090 -6.29876 11.81433
H 1.44501 -4.84305 12.72678
H 2.36505 -4.52077 10.48604
H 0.93137 -3.46302 10.55809
Br 0.73972 -7.42909 -7.94774
C -0.29241 -7.93795 -6.37261
C -1.75645 -8.09970 -6.70754
Br -2.63462 -6.36651 -6.88762
H -0.10257 -7.17964 -5.60792
H 0.13579 -8.89018 -6.04804
H -2.28574 -8.60159 -5.89262
H -1.93232 -8.64402 -7.63983
*
```